Computed, not measured: a structure of composition C37H30F6HgNO3, with ωB97M-V/def2-TZVPD.

- Total charge: -2
- LUMO level (alpha / beta): 4.71 / 4.71 eV
- Highest occupied orbital energy (alpha / beta): 1.4488 / -2.4998 eV
- Maximum force: 0.99 eV Å⁻¹
- E: -2461.0633 hartree
- Expectation value of S²: 0.764
- Gap between HOMO and LUMO (alpha / beta): 0.1199 / 0.2648 hartree
- Spin multiplicity: 2

Geometry (Å):
Hg 0.070 -0.036 -0.540
O 2.057 -0.638 -0.170
C 2.855 0.088 0.692
C 2.161 1.373 1.311
C 0.935 1.101 2.141
C 0.936 1.087 3.509
C -0.262 0.829 4.225
C -1.427 0.566 3.462
C -1.377 0.585 2.094
C -2.564 0.260 1.224
C -2.539 -1.197 0.600
O -1.525 -1.412 -0.314
C -2.423 -2.149 1.800
C -1.172 -2.626 2.170
C -1.018 -3.392 3.317
C -2.119 -3.695 4.106
C -3.374 -3.232 3.739
C -3.524 -2.461 2.593
C -3.848 -1.477 -0.158
C -4.726 -0.480 -0.574
C -5.851 -0.789 -1.331
C -6.120 -2.099 -1.692
C -5.238 -3.102 -1.300
C -4.117 -2.788 -0.550
N -0.221 0.902 1.409
C 3.294 -0.782 1.878
C 4.166 -0.309 2.860
C 4.513 -1.105 3.941
C 3.996 -2.387 4.066
C 3.137 -2.869 3.089
C 2.795 -2.069 2.005
C 4.075 0.549 -0.132
C 3.897 1.539 -1.101
C 4.944 1.940 -1.916
C 6.194 1.344 -1.803
C 6.373 0.328 -0.877
C 5.324 -0.064 -0.053
H 1.846 1.993 0.468
H 2.901 1.918 1.899
H 1.865 1.273 4.039
H -0.284 0.812 5.308
H -2.366 0.328 3.953
H -2.573 0.959 0.382
H -3.484 0.376 1.801
H -0.320 -2.373 1.552
H -0.031 -3.733 3.610
H -2.001 -4.282 5.011
H -4.239 -3.463 4.352
H -4.506 -2.092 2.320
H -4.534 0.553 -0.318
H -6.521 0.006 -1.638
H -7.001 -2.339 -2.276
H -5.432 -4.131 -1.582
H -3.423 -3.567 -0.259
H 4.587 0.686 2.780
H 5.187 -0.717 4.699
H 4.264 -3.002 4.918
H 2.728 -3.870 3.178
H 2.131 -2.428 1.229
H 2.912 1.968 -1.248
H 4.782 2.723 -2.649
H 7.015 1.656 -2.440
H 7.336 -0.165 -0.792
H 5.482 -0.863 0.661
C 0.958 4.080 -2.684
C -0.081 2.971 -2.383
O 0.433 1.936 -1.738
C -0.688 2.533 -3.754
F -1.532 1.498 -3.649
F 0.293 2.148 -4.605
F -1.370 3.527 -4.407
C -1.229 3.651 -1.557
F -1.640 4.857 -2.066
F -2.339 2.893 -1.455
F -0.805 3.906 -0.311
H 1.799 3.608 -3.190
H 1.308 4.490 -1.738
H 0.542 4.874 -3.305

Atom charges from the Löwdin analysis, given in e for atoms 1 to 2: 1.250, -0.307

Computed, not measured: a structure of composition C37H30N4O4Pd at a distorted geometry, with ωB97M-V/def2-TZVPD.

- Total charge: 0
- LUMO level (alpha / beta): -0.95 / -0.97 eV
- Highest occupied orbital energy (alpha / beta): -5.9129 / -7.1221 eV
- Maximum force: 3.96 eV Å⁻¹
- E: -2075.6660 hartree
- Expectation value of S²: 2.007
- Gap between HOMO and LUMO (alpha / beta): 0.1825 / 0.2261 hartree
- Spin multiplicity: 3

Geometry (Å):
Pd -0.862 0.280 -0.901
O -1.245 5.317 -3.335
C -0.162 5.517 -2.548
C 0.333 6.799 -2.346
C 1.443 7.013 -1.549
C 2.105 5.938 -0.978
C 1.630 4.659 -1.181
C 0.487 4.429 -1.942
C -0.045 3.058 -2.001
O 0.645 2.055 -1.717
N -1.337 2.965 -2.342
N -1.859 1.780 -2.245
C -3.015 1.493 -2.776
C -3.479 0.163 -2.687
C -4.701 -0.231 -3.268
C -5.072 -1.549 -3.240
C -4.215 -2.464 -2.620
C -3.053 -2.001 -2.038
N -2.667 -0.727 -2.049
H -1.584 6.170 -3.641
H -0.163 7.635 -2.823
H 1.788 8.023 -1.385
H 2.983 6.100 -0.372
H 2.121 3.801 -0.745
H -3.573 2.253 -3.313
H -5.321 0.523 -3.728
H -5.999 -1.884 -3.678
H -4.449 -3.516 -2.581
H -2.405 -2.705 -1.538
C 0.077 -4.945 -0.467
C 0.438 -3.859 -1.283
C 0.016 -2.598 -0.973
C -0.819 -2.373 0.150
C -1.328 -1.088 0.451
C -2.052 -0.873 1.590
C -2.374 -1.956 2.429
C -1.973 -3.224 2.118
C -1.170 -3.467 0.984
C -0.689 -4.749 0.648
H 0.422 -5.937 -0.727
H 1.049 -4.027 -2.159
H 0.307 -1.738 -1.594
H -2.389 0.122 1.869
H -2.944 -1.759 3.328
H -2.258 -4.056 2.749
H -0.926 -5.577 1.302
C 3.745 -4.420 0.175
O 3.549 -3.098 0.612
C 2.599 -2.869 1.577
C 1.891 -3.856 2.233
C 0.994 -3.519 3.237
C 0.788 -2.194 3.568
C 1.485 -1.196 2.917
C 2.415 -1.512 1.930
N 3.284 -0.589 1.384
C 3.308 0.751 1.558
C 2.200 1.601 1.705
C 2.346 2.832 2.381
C 1.303 3.705 2.540
C 0.061 3.396 1.980
C -0.108 2.240 1.255
C 0.933 1.306 1.077
O 0.808 0.259 0.340
H 4.496 -4.365 -0.611
H 2.826 -4.848 -0.231
H 4.121 -5.055 0.983
H 2.038 -4.897 1.990
H 0.477 -4.304 3.767
H 0.089 -1.937 4.348
H 1.347 -0.170 3.209
H 4.067 -1.017 0.904
H 4.301 1.187 1.592
H 3.313 3.058 2.806
H 1.436 4.627 3.084
H -0.765 4.082 2.090
H -1.066 2.020 0.752

Atom charges from the Löwdin analysis, given in e for atoms 1 to 2: 1.019, 0.051

Computed, not measured: a structure of composition C37H31BClF2NO3PRe at a distorted geometry, with ωB97M-V/def2-TZVPD.

- Total charge: +1
- LUMO level (alpha / beta): -2.85 / -2.84 eV
- Relative energy (zero: lowest compared OMol25 entry of this formula, charge and spin): 0.000 eV
- Highest occupied orbital energy (alpha / beta): -9.9178 / -9.8548 eV
- Maximum force: 2.28 eV Å⁻¹
- E: -2813.3375 hartree
- Expectation value of S²: 0.768
- Gap between HOMO and LUMO (alpha / beta): 0.2596 / 0.2577 hartree
- Spin multiplicity: 2

Geometry (Å):
Re 0.243 0.909 1.280
N 0.186 0.559 3.439
C -0.604 -0.561 3.975
C -0.567 -0.849 5.331
C -1.335 -1.892 5.826
C -2.134 -2.642 4.967
C -2.150 -2.347 3.613
C -1.377 -1.300 3.113
P -1.296 -0.893 1.347
C -0.623 -2.443 0.637
C 0.551 -2.900 1.246
C 1.243 -3.986 0.732
C 0.785 -4.627 -0.415
C -0.378 -4.188 -1.025
C -1.080 -3.102 -0.503
C -3.030 -0.553 0.911
C -3.730 0.249 1.820
C -5.011 0.701 1.530
C -5.609 0.367 0.321
C -4.920 -0.413 -0.595
C -3.630 -0.857 -0.312
H 1.122 0.508 3.805
H -0.192 1.417 3.811
H 0.055 -0.260 6.000
H -1.311 -2.120 6.887
H -2.735 -3.460 5.354
H -2.757 -2.938 2.932
H 0.934 -2.397 2.122
H 2.148 -4.329 1.224
H 1.338 -5.462 -0.832
H -0.749 -4.687 -1.915
H -1.982 -2.791 -1.007
H -3.270 0.527 2.762
H -5.539 1.320 2.247
H -6.607 0.726 0.089
H -5.380 -0.675 -1.543
H -3.106 -1.425 -1.063
C 4.499 4.338 2.099
C 3.089 4.315 2.268
C 2.391 3.169 2.008
C 3.044 1.976 1.567
C 2.323 0.764 1.300
C 3.026 -0.339 0.883
C 4.436 -0.296 0.697
C 5.128 0.850 0.936
C 4.452 2.015 1.389
C 5.153 3.222 1.667
H 5.051 5.247 2.314
H 2.571 5.207 2.609
H 1.306 3.161 2.135
H 2.505 -1.263 0.675
H 4.958 -1.185 0.353
H 6.201 0.894 0.778
H 6.233 3.236 1.536
C -2.102 -0.166 -4.672
C -0.661 -0.179 -5.133
C -0.213 -1.074 -6.091
C 1.109 -1.060 -6.522
Cl 1.632 -2.201 -7.725
C 2.000 -0.146 -6.012
C 1.569 0.764 -5.050
C 0.260 0.729 -4.616
O -0.242 1.603 -3.670
C 0.679 2.279 -2.849
C 0.029 2.253 -1.511
O -0.927 3.141 -1.372
O 0.305 1.455 -0.678
H -2.670 -0.960 -5.160
H -2.578 0.790 -4.904
H -2.173 -0.301 -3.589
H -0.903 -1.799 -6.509
H 3.026 -0.130 -6.364
H 2.274 1.499 -4.677
H 0.824 3.307 -3.176
H 1.633 1.771 -2.765
F -2.121 2.354 0.549
B -1.934 3.252 -0.409
F -2.688 4.323 -0.418

Atom charges from the Löwdin analysis, given in e for atoms 1 to 2: 1.055, -0.050

Computed, not measured: a structure of composition C37H31Br3N6O12 at a distorted geometry, with ωB97M-V/def2-TZVPD.

- Total charge: 0
- LUMO level: -0.91 eV
- Relative energy (zero: lowest compared OMol25 entry of this formula, charge and spin): 0.000 eV
- Highest occupied orbital energy: -9.7365 eV
- Maximum force: 2.52 eV Å⁻¹
- E: -10381.4294 hartree
- Gap between HOMO and LUMO: 0.3242 hartree

Geometry (Å):
C 0.639 0.169 -1.116
Br 1.520 -0.952 -2.379
Br 1.135 -0.447 0.662
Br -1.281 0.246 -1.309
H 0.983 1.183 -1.186
C -4.896 1.207 -0.662
C -5.901 0.729 -1.502
C -7.175 1.287 -1.387
C -7.389 2.260 -0.437
C -6.388 2.803 0.329
C -5.114 2.280 0.188
N -8.732 2.798 -0.297
O -8.873 3.784 0.416
O -9.608 2.230 -0.887
H -3.851 0.938 -0.804
H -5.680 -0.064 -2.201
H -7.959 0.906 -2.030
H -6.619 3.616 1.000
H -4.294 2.748 0.714
C -0.454 0.699 -5.136
C 0.424 0.276 -6.139
C 1.711 0.772 -6.155
C 2.081 1.713 -5.222
C 1.184 2.187 -4.269
C -0.090 1.671 -4.221
N 3.423 2.277 -5.265
O 3.679 3.205 -4.520
O 4.198 1.787 -6.034
H -1.500 0.419 -5.228
H 0.031 -0.354 -6.923
H 2.453 0.489 -6.892
H 1.542 2.972 -3.610
H -0.831 2.004 -3.515
C -0.491 -4.003 -0.320
C 0.351 -3.908 0.776
C -0.098 -4.288 2.051
C -1.371 -4.828 2.196
C -2.187 -4.971 1.098
C -1.775 -4.512 -0.167
N -1.895 -5.136 3.505
O -2.981 -5.649 3.575
O -1.212 -4.850 4.440
H -0.163 -3.699 -1.309
H 1.318 -3.462 0.592
H 0.585 -4.178 2.889
H -3.190 -5.383 1.161
H -2.487 -4.611 -0.972
C -3.901 -0.980 4.300
C -5.182 -1.362 3.909
C -5.420 -1.580 2.554
C -4.414 -1.378 1.621
C -3.151 -0.948 2.001
C -2.884 -0.796 3.349
N -4.655 -1.738 0.229
O -3.721 -1.644 -0.545
O -5.730 -2.121 -0.075
H -3.630 -0.961 5.351
H -5.921 -1.611 4.656
H -6.419 -1.850 2.227
H -2.387 -0.781 1.252
H -1.892 -0.507 3.673
C 6.979 -0.527 1.413
C 7.385 -1.025 2.655
C 6.464 -1.677 3.456
C 5.183 -1.840 3.000
C 4.784 -1.358 1.762
C 5.704 -0.749 0.929
N 4.195 -2.459 3.860
O 3.088 -2.582 3.421
O 4.544 -2.797 4.962
H 7.683 0.090 0.857
H 8.336 -0.765 3.094
H 6.775 -2.016 4.435
H 3.770 -1.519 1.423
H 5.395 -0.401 -0.047
C 5.246 5.284 0.842
C 4.000 5.256 0.248
C 3.616 4.167 -0.509
C 4.508 3.161 -0.724
C 5.756 3.166 -0.153
C 6.133 4.257 0.608
N 4.108 2.037 -1.560
O 2.965 1.979 -1.921
O 4.917 1.172 -1.756
H 5.490 6.084 1.527
H 3.312 6.073 0.419
H 2.640 4.166 -0.968
H 6.451 2.359 -0.341
H 7.108 4.359 1.068

Atom charges from the Löwdin analysis, given in e for atoms 1 to 2: -1.565, 0.666

Computed, not measured: a structure of composition C37H31F6Ge, with ωB97M-V/def2-TZVPD.

- Total charge: +1
- LUMO level: -6.38 eV
- Highest occupied orbital energy: -10.8491 eV
- Maximum force: 0.99 eV Å⁻¹
- E: -4104.3771 hartree
- Gap between HOMO and LUMO: 0.1643 hartree

Geometry (Å):
C 0.765 1.682 -1.242
C -0.536 0.995 -1.023
C -1.667 1.677 -1.128
C -0.552 -0.474 -0.764
Ge 0.281 -1.492 -2.246
C 0.110 -0.481 -3.890
C 1.235 -0.110 -4.593
C 1.113 0.616 -5.762
C -0.139 0.973 -6.223
C -1.266 0.607 -5.512
C -1.139 -0.119 -4.342
C 2.149 -1.883 -1.914
C 2.813 -2.641 -2.851
C 4.144 -2.963 -2.667
C 4.807 -2.528 -1.536
C 4.136 -1.777 -0.591
C 2.804 -1.458 -0.778
C -0.633 -3.184 -2.420
C -1.237 -3.548 -3.602
C -1.877 -4.770 -3.703
C -1.907 -5.624 -2.618
C -1.295 -5.258 -1.435
C -0.656 -4.035 -1.338
H 1.601 0.990 -1.148
H 0.814 2.114 -2.243
H 0.917 2.487 -0.522
H -2.621 1.203 -1.005
H -1.667 2.724 -1.358
H -0.054 -0.721 0.174
H -1.578 -0.837 -0.682
H 2.205 -0.384 -4.216
H 1.993 0.910 -6.309
H -0.237 1.544 -7.133
H -2.243 0.894 -5.864
H -2.009 -0.398 -3.771
H 2.279 -2.989 -3.721
H 4.661 -3.560 -3.400
H 5.845 -2.783 -1.388
H 4.650 -1.446 0.297
H 2.270 -0.893 -0.034
H -1.206 -2.874 -4.441
H -2.355 -5.055 -4.626
H -2.407 -6.577 -2.693
H -1.316 -5.923 -0.586
H -0.173 -3.738 -0.422
F -3.596 -2.827 2.111
C -4.086 -1.818 2.855
F -5.304 -1.464 2.402
F -4.159 -2.193 4.147
C -3.145 -0.629 2.743
C -3.560 0.538 2.126
C -2.725 1.622 2.037
C -1.432 1.588 2.603
C -0.594 2.747 2.571
C 0.276 3.194 3.602
C 0.226 2.681 4.916
C 0.923 3.278 5.935
C 1.717 4.383 5.690
C 2.428 5.063 6.846
F 3.074 6.153 6.389
F 1.502 5.420 7.757
F 3.301 4.194 7.391
C 1.831 4.870 4.401
C 1.128 4.294 3.373
C -1.017 0.377 3.194
C -1.857 -0.708 3.244
H -4.557 0.575 1.721
H -3.066 2.532 1.575
H -0.729 3.421 1.738
H -0.419 1.850 5.135
H 0.857 2.914 6.948
H 2.484 5.709 4.225
H 1.209 4.692 2.377
H -0.006 0.292 3.554
H -1.525 -1.644 3.664

Atom charges from the Löwdin analysis, given in e for atoms 1 to 2: -0.053, -0.459

Computed, not measured: a structure of composition C37H32AsBrINO2PRu, with ωB97M-V/def2-TZVPD.

- Total charge: +3
- LUMO level (alpha / beta): -9.01 / -11.94 eV
- Relative energy (zero: lowest compared OMol25 entry of this formula, charge and spin): 0.000 eV
- Highest occupied orbital energy (alpha / beta): -15.5109 / -15.5523 eV
- Maximum force: 0.47 eV Å⁻¹
- E: -7177.1301 hartree
- Expectation value of S²: 6.041
- Gap between HOMO and LUMO (alpha / beta): 0.2388 / 0.1328 hartree
- Spin multiplicity: 5

Geometry (Å):
Ru -0.141 -0.026 0.370
I 1.633 0.109 2.280
C 3.646 0.273 1.700
C 4.443 0.171 2.809
C 5.830 0.346 2.695
C 6.352 0.649 1.475
C 5.533 0.759 0.326
C 6.151 1.079 -0.905
C 5.422 1.189 -2.049
C 4.042 0.957 -1.996
C 3.379 0.637 -0.826
P 1.671 0.115 -1.203
C 1.846 -1.555 -1.859
C 2.247 -1.803 -3.175
C 2.471 -3.105 -3.590
C 2.305 -4.164 -2.704
C 1.932 -3.922 -1.391
C 1.710 -2.620 -0.966
C 1.118 1.287 -2.455
C 0.492 0.900 -3.639
C 0.133 1.861 -4.574
C 0.368 3.204 -4.321
C 0.962 3.597 -3.125
C 1.345 2.644 -2.198
C 4.121 0.548 0.393
H 4.021 -0.037 3.784
H 6.458 0.255 3.570
H 7.416 0.811 1.360
H 7.223 1.235 -0.916
H 5.892 1.435 -2.990
H 3.492 1.023 -2.926
H 2.416 -0.995 -3.873
H 2.786 -3.294 -4.607
H 2.480 -5.178 -3.039
H 1.813 -4.740 -0.694
H 1.441 -2.448 0.071
H 0.292 -0.143 -3.846
H -0.323 1.557 -5.507
H 0.096 3.949 -5.057
H 1.150 4.644 -2.932
H 1.853 2.954 -1.292
Br -2.346 1.977 -1.564
C -2.312 0.135 -1.909
C -3.089 -0.407 -2.920
C -3.142 -1.787 -3.043
C -2.479 -2.583 -2.115
C -1.733 -1.964 -1.139
N -1.600 -0.623 -1.078
C -1.110 -2.721 0.011
O -1.123 -3.913 0.071
O -0.647 -1.907 0.961
H -3.650 0.244 -3.575
H -3.737 -2.236 -3.827
H -2.540 -3.663 -2.116
C -2.925 2.586 1.721
As -1.914 0.968 2.032
C -1.356 1.226 3.869
C -3.335 -0.446 2.172
C -4.283 -0.211 3.262
C -5.451 0.587 3.050
C -6.344 0.778 4.060
C -6.104 0.185 5.327
C -4.948 -0.603 5.559
C -4.054 -0.793 4.549
H -3.540 2.804 2.593
H -3.543 2.488 0.832
H -2.218 3.402 1.573
H -2.209 1.535 4.472
H -0.608 2.018 3.890
H -0.927 0.316 4.287
H -2.775 -1.374 2.290
H -3.820 -0.417 1.194
H -5.629 1.012 2.071
H -7.240 1.365 3.908
H -6.817 0.334 6.129
H -4.796 -1.055 6.530
H -3.178 -1.411 4.698

Atom charges from the Löwdin analysis, given in e for atoms 1 to 2: 0.713, 1.279